# 1
Below is a cluster of 9 separate species, C5H26N2O8 in total, with properties calculated with the ωB97M-V functional and the def2-TZVPD basis.

The calculation puts the lowest unoccupied orbital energy at 0.14 eV. As for the total energy: -917.43111 hartree. As for the frontier orbital gap: 7.6 eV. The value obtained for the energy relative to the best compared isomer or geometry (same formula, charge and spin) is 4.457 eV. As for the SMILES: CC/C(N)=C/N.C=O.O.O.O.O.O.O.O.

Last column: Löwdin charge in e.
Cartesian coordinates (Å):
C 1.116 2.875 1.480  -0.145
C 1.877 1.625 1.483  -0.199
C 1.098 0.319 1.823  -0.333
N 1.476 -0.691 2.726  0.094
C -0.032 0.049 1.132  -0.271
N -0.926 -1.024 1.189  0.064
H 1.692 3.772 1.283  0.067
H 0.768 3.212 2.489  0.088
H 0.289 3.080 0.725  0.084
H 2.170 1.537 0.454  0.097
H 2.706 1.729 2.229  0.130
H 0.731 -1.198 3.147  0.072
H 2.321 -0.755 3.259  0.076
H -0.307 0.954 0.553  0.086
H -0.288 -1.878 0.986  0.097
H -1.661 -1.035 0.499  0.032
C -0.566 2.583 -2.227  -0.141
O -0.672 1.394 -2.248  -0.003
H 0.045 3.119 -2.993  0.089
H -0.890 3.241 -1.413  0.066
O -0.288 -1.918 -2.551  -0.038
H -0.417 -2.626 -3.199  0.075
H -0.238 -2.405 -1.718  0.006
O -3.194 -1.111 -0.951  -0.039
H -3.848 -1.695 -0.564  0.054
H -2.514 -1.661 -1.346  0.020
O -1.334 0.960 3.551  -0.044
H -1.542 0.566 2.710  -0.018
H -0.889 1.804 3.544  0.025
O 1.644 -0.068 -3.776  -0.073
H 1.130 -0.825 -3.437  -0.004
H 1.589 0.633 -3.127  0.001
O 0.578 -3.664 -0.201  -0.083
H 1.065 -3.479 -1.024  0.026
H 1.172 -3.671 0.550  0.040
O -2.669 2.052 0.298  -0.053
H -3.019 1.384 -0.302  0.026
H -1.992 1.617 0.831  -0.013
O 2.470 -2.022 -0.761  -0.044
H 1.933 -1.245 -0.606  0.033
H 3.123 -2.276 -0.115  0.051

# 2
Below is the ion C5H9IN with charge +1, with properties calculated with the ωB97M-V functional and the def2-TZVPD basis.

The calculation puts the lowest unoccupied orbital energy at -4.66 eV. As for the total energy: -548.02854 hartree. As for the frontier orbital gap: 10.4 eV. The value obtained for the energy relative to the best compared isomer or geometry (same formula, charge and spin) is 1.655 eV. As for the net charge: +1. As for the SMILES: CC(C)C[N+]#CI.

Last column: Löwdin charge in e.
Cartesian coordinates (Å):
C -0.002 1.264 -0.974  -0.052
C 0.044 0.710 0.505  -0.417
C 1.336 0.152 1.001  -0.107
C -1.144 -0.321 0.552  -0.136
N -0.904 -1.482 -0.198  0.104
C -0.669 -2.132 -1.103  -0.613
I -0.271 -3.474 -2.502  1.185
H -0.658 2.212 -1.045  0.112
H 1.061 1.684 -1.063  0.099
H -0.218 0.474 -1.716  0.063
H -0.153 1.421 1.332  0.146
H 1.636 -0.751 0.430  0.069
H 1.085 -0.253 2.035  0.101
H 2.271 0.950 1.045  0.158
H -1.397 -0.604 1.580  0.145
H -2.017 0.150 0.119  0.143

# 3
Below is a cluster of 8 separate species, H14IO7 in total, with properties calculated with the ωB97M-V functional and the def2-TZVPD basis.

The calculation puts the lowest unoccupied orbital energy (spin up / spin down) at -0.13 / -5.29 eV. As for the total energy: -832.69786 hartree. Its expectation value of S² is 0.7532. As for the frontier orbital gap (spin up / spin down): 11.7 / 6.4 eV. The value obtained for the energy relative to the best compared isomer or geometry (same formula, charge and spin) is 0.000 eV. The spin multiplicity is 2.

Last column: Mulliken spin population.
Cartesian coordinates (Å):
I -0.528 -0.209 0.217  0.916
O 2.115 2.122 -0.674  0.001
H 2.024 2.633 0.130  0.000
H 1.496 1.399 -0.571  -0.001
O 2.331 -1.757 1.990  0.005
H 1.741 -1.499 1.282  0.009
H 2.515 -2.682 1.824  -0.001
O 0.201 0.753 3.654  0.002
H 0.708 -0.014 3.923  0.000
H -0.004 0.595 2.733  -0.004
O -0.820 2.339 -2.018  0.005
H -1.166 1.623 -1.485  0.003
H -0.068 2.665 -1.523  0.001
O 0.673 -1.164 -2.760  0.015
H 0.123 -0.585 -2.232  0.000
H 0.053 -1.670 -3.286  0.001
O -3.201 1.831 1.055  0.041
H -2.687 2.511 0.621  -0.005
H -2.552 1.288 1.502  0.004
O -1.087 -3.747 -1.333  0.000
H -0.809 -2.995 -0.811  0.006
H -1.058 -3.436 -2.238  0.000

# 4
Below is a structure of composition CH3I2NS, with properties calculated with the ωB97M-V functional and the def2-TZVPD basis.

The calculation puts the lowest unoccupied orbital energy (spin up / spin down) at -2.58 / -2.60 eV. As for the total energy: -1088.06908 hartree. As for the frontier orbital gap (spin up / spin down): 6.1 / 6.0 eV. The value obtained for the energy relative to the best compared isomer or geometry (same formula, charge and spin) is 3.106 eV.

Last column: Löwdin charge in e.
Cartesian coordinates (Å):
C 0.853 0.105 -0.714  -0.347
N -0.384 0.065 0.090  -0.805
S -0.899 -0.634 2.564  -0.168
I -2.011 -2.033 1.045  0.388
I -1.144 1.906 -0.116  0.811
H 0.681 -0.271 -1.708  0.082
H 1.696 -0.253 -0.272  0.040
H 1.207 1.114 -0.889  -0.002

# 5
Below is a cluster of 2 separate species, C2HF4NO2 in total, with properties calculated with the ωB97M-V functional and the def2-TZVPD basis.

The calculation puts the lowest unoccupied orbital energy (spin up / spin down) at -0.83 / -0.97 eV. As for the total energy: -681.32269 hartree. As for the frontier orbital gap (spin up / spin down): 9.1 / 9.1 eV. The value obtained for the energy relative to the best compared isomer or geometry (same formula, charge and spin) is 2.219 eV.

Last column: Löwdin charge in e.
Cartesian coordinates (Å):
C -0.056 0.695 1.149  0.004
C 0.653 1.222 -0.025  -0.612
N -2.571 0.796 0.163  -0.269
O -3.077 -0.238 0.194  0.148
O -2.784 1.908 -0.062  0.153
F -0.293 1.536 2.167  0.065
F 0.589 0.292 -1.003  0.138
F 0.144 2.396 -0.479  0.127
F 1.931 1.543 0.230  0.146
H 0.159 -0.234 1.487  0.100

# 6
Below is a structure of composition C4H5ORh, with properties calculated with the ωB97M-V functional and the def2-TZVPD basis.

The calculation puts the lowest unoccupied orbital energy (spin up / spin down) at -14.75 / -18.50 eV. As for the total energy: -339.55728 hartree. Its expectation value of S² is 8.7614. As for the frontier orbital gap (spin up / spin down): 9.6 / 8.1 eV. The spin multiplicity is 6. As for the net charge: +3.

Last column: Mulliken spin population.
Cartesian coordinates (Å):
H -2.239 0.842 -0.591  0.036
C 1.997 0.226 0.658  0.382
C 0.659 -0.064 0.702  0.496
C -0.305 0.735 0.055  0.532
C -1.344 0.173 -0.736  0.244
O -1.534 -1.063 -0.825  0.432
Rh -2.481 -2.326 -1.646  2.723
H 2.366 1.087 0.096  0.020
H 0.323 -0.969 1.212  0.058
H 2.733 -0.458 1.079  0.029
H -0.174 1.817 -0.005  0.046

# 7
Below is the molecule C4H8N2O2, with properties calculated with the ωB97M-V functional and the def2-TZVPD basis.

The calculation puts the lowest unoccupied orbital energy at 0.64 eV. As for the total energy: -417.20940 hartree. As for the frontier orbital gap: 10.6 eV. The value obtained for the energy relative to the best compared isomer or geometry (same formula, charge and spin) is 1.267 eV. As for the SMILES: C[C@H](N)C(=O)NC=O.

Last column: Löwdin charge in e.
Cartesian coordinates (Å):
C 1.481 -1.327 -0.603  -0.063
C 0.294 -0.570 0.007  -0.358
N -1.037 -1.018 -0.411  0.056
C 0.339 0.891 -0.464  -0.424
O 1.121 1.332 -1.276  0.086
N -0.504 1.809 0.197  0.117
C -1.365 1.519 1.257  -0.314
O -1.419 2.221 2.249  0.044
H 2.369 -0.744 -0.421  0.069
H 1.527 -2.355 -0.088  0.107
H 1.463 -1.444 -1.690  0.081
H 0.396 -0.540 1.161  0.174
H -0.971 -1.448 -1.281  0.058
H -1.457 -1.696 0.169  0.067
H -0.324 2.822 0.074  0.170
H -1.912 0.548 1.121  0.129

# 8
Below is the molecule C6H11OP, with properties calculated with the ωB97M-V functional and the def2-TZVPD basis.

The calculation puts the lowest unoccupied orbital energy at 0.83 eV. As for the total energy: -651.65265 hartree. As for the frontier orbital gap: 8.7 eV. The value obtained for the energy relative to the best compared isomer or geometry (same formula, charge and spin) is 4.568 eV. As for the SMILES: C=P(C)(C)OC#CC.

Last column: Löwdin charge in e.
Cartesian coordinates (Å):
C -0.121 0.266 1.938  -0.237
P 0.224 1.030 0.496  0.713
C -1.391 1.808 -0.035  -0.209
C 1.376 2.496 0.046  -0.130
O 0.626 0.061 -0.765  -0.222
C 0.418 -1.304 -0.723  -0.124
C 0.115 -2.450 -0.770  -0.100
C -0.149 -3.834 -1.091  -0.117
H -0.808 0.914 2.429  -0.023
H 0.671 -0.170 2.453  -0.038
H -1.528 2.697 0.622  0.049
H -1.461 2.003 -1.152  0.065
H -2.246 1.038 0.010  0.073
H 2.209 2.385 0.797  0.070
H 1.792 2.474 -0.885  0.004
H 0.746 3.265 0.124  -0.024
H -1.196 -4.154 -1.144  0.075
H 0.486 -4.436 -0.299  0.119
H 0.238 -4.088 -2.049  0.056

# 9
Below is a structure of composition C4H6AlO2, with properties calculated with the ωB97M-V functional and the def2-TZVPD basis.

The calculation puts the lowest unoccupied orbital energy at -20.53 eV. As for the total energy: -547.38708 hartree. As for the frontier orbital gap: 3.2 eV. The value obtained for the energy relative to the best compared isomer or geometry (same formula, charge and spin) is 1.794 eV. As for the net charge: +3.

Last column: Löwdin charge in e.
Cartesian coordinates (Å):
Al 6.919 5.834 9.051  1.358
O 6.789 2.889 9.534  0.193
C 6.561 1.809 10.094  -0.184
O 5.275 1.364 10.492  0.237
C 5.358 0.001 10.953  0.061
C 6.811 -0.184 11.319  -0.021
C 7.539 0.691 10.428  0.048
H 5.034 -0.676 10.163  0.248
H 4.637 -0.209 11.743  0.241
H 7.009 -1.255 11.359  0.186
H 7.050 0.191 12.314  0.225
H 7.803 0.193 9.495  0.207
H 8.441 1.146 10.836  0.199